{
  "formula": "C34H94O13",
  "method": "the ωB97M-V functional and the def2-TZVPD basis",
  "species": ["C", "C", "O", "H", "H", "H", "H", "H", "H", "C", "C", "O", "H", "H", "H", "H", "H", "H", "C", "C", "O", "H", "H", "H", "H", "H", "H", "C", "C", "O", "H", "H", "H", "H", "H", "H", "C", "C", "O", "H", "H", "H", "H", "H", "H", "C", "C", "C", "O", "H", "H", "H", "H", "H", "H", "H", "H", "C", "C", "C", "O", "H", "H", "H", "H", "H", "H", "H", "H", "C", "C", "C", "O", "H", "H", "H", "H", "H", "H", "H", "H", "C", "C", "C", "O", "H", "H", "H", "H", "H", "H", "H", "H", "C", "C", "C", "O", "H", "H", "H", "H", "H", "H", "H", "H", "C", "C", "C", "O", "H", "H", "H", "H", "H", "H", "H", "H", "C", "C", "C", "O", "H", "H", "H", "H", "H", "H", "H", "H", "C", "C", "C", "O", "H", "H", "H", "H", "H", "H", "H", "H"],
  "coordinates": [[26.230, -21.029, 3.306], [25.283, -20.881, 2.108], [24.688, -22.110, 1.811], [25.774, -21.423, 4.214], [26.655, -20.071, 3.617], [27.070, -21.686, 3.069], [25.718, -20.488, 1.190], [24.592, -20.139, 2.517], [23.931, -22.235, 2.389], [19.960, -21.769, -0.548], [20.784, -21.012, 0.431], [20.341, -21.206, 1.773], [18.901, -21.504, -0.528], [20.001, -22.848, -0.399], [20.238, -21.515, -1.574], [20.776, -19.942, 0.209], [21.842, -21.287, 0.451], [20.880, -21.857, 2.225], [19.326, -16.592, -2.972], [19.776, -17.882, -2.275], [18.771, -18.170, -1.276], [19.134, -15.824, -2.225], [18.462, -16.731, -3.623], [20.090, -16.172, -3.631], [20.790, -17.693, -1.924], [19.748, -18.748, -2.937], [18.095, -18.703, -1.701], [25.102, -11.530, 1.579], [25.417, -12.986, 1.227], [24.249, -13.656, 0.769], [24.567, -11.537, 2.530], [24.564, -11.006, 0.794], [26.083, -11.112, 1.812], [25.880, -13.524, 2.059], [26.157, -13.023, 0.421], [24.564, -14.443, 0.299], [22.888, -15.144, -3.263], [23.008, -15.938, -4.559], [23.637, -15.158, -5.571], [23.857, -14.851, -2.856], [22.523, -15.740, -2.420], [22.224, -14.279, -3.258], [22.051, -16.302, -4.942], [23.576, -16.851, -4.378], [23.015, -14.463, -5.804], [28.693, -16.901, -2.710], [28.310, -16.857, -1.210], [28.097, -15.476, -0.644], [27.132, -17.585, -0.883], [29.466, -17.664, -2.820], [29.020, -15.946, -3.114], [27.881, -17.325, -3.303], [29.096, -17.290, -0.585], [28.093, -15.511, 0.445], [27.188, -15.001, -1.018], [28.880, -14.802, -0.995], [27.233, -18.511, -1.124], [23.145, -13.309, 5.192], [22.182, -14.440, 4.771], [22.860, -15.520, 3.945], [21.512, -15.003, 5.882], [23.693, -12.883, 4.350], [23.821, -13.560, 6.011], [22.595, -12.436, 5.550], [21.427, -14.017, 4.106], [23.285, -15.005, 3.079], [22.103, -16.250, 3.663], [23.737, -15.959, 4.426], [22.169, -15.143, 6.570], [23.532, -18.154, -0.100], [24.126, -16.932, 0.553], [25.088, -17.142, 1.737], [24.745, -16.073, -0.416], [24.359, -18.810, -0.382], [22.900, -17.938, -0.961], [22.902, -18.717, 0.592], [23.308, -16.375, 1.016], [25.349, -16.198, 2.217], [26.018, -17.663, 1.504], [24.546, -17.697, 2.508], [25.505, -16.581, -0.735], [24.450, -24.252, -1.315], [25.174, -22.951, -1.717], [24.233, -21.798, -1.829], [26.203, -22.703, -0.766], [23.676, -24.480, -2.052], [23.989, -24.147, -0.332], [25.063, -25.153, -1.284], [25.615, -23.188, -2.687], [24.790, -20.861, -1.755], [23.543, -21.761, -0.984], [23.678, -21.789, -2.767], [25.734, -22.600, 0.070], [20.185, -17.328, 1.628], [18.931, -18.094, 1.982], [18.558, -17.895, 3.422], [17.863, -17.547, 1.219], [20.200, -16.294, 1.972], [20.458, -17.349, 0.573], [20.969, -17.867, 2.171], [19.053, -19.147, 1.717], [19.182, -18.576, 4.004], [17.509, -18.116, 3.611], [18.815, -16.886, 3.745], [18.062, -17.703, 0.285], [29.372, -17.506, 2.537], [30.624, -18.176, 3.102], [31.878, -17.390, 2.771], [30.564, -18.327, 4.508], [29.510, -17.346, 1.468], [29.190, -16.555, 3.035], [28.528, -18.181, 2.682], [30.699, -19.172, 2.656], [32.081, -17.443, 1.700], [32.739, -17.767, 3.322], [31.778, -16.331, 3.014], [30.379, -19.247, 4.704], [23.726, -18.529, 6.147], [22.781, -19.637, 5.758], [22.090, -19.518, 4.419], [23.427, -20.924, 5.778], [24.187, -18.841, 7.086], [23.297, -17.531, 6.224], [24.504, -18.426, 5.385], [22.006, -19.690, 6.529], [22.800, -19.518, 3.591], [21.555, -18.566, 4.426], [21.313, -20.266, 4.265], [23.728, -20.986, 6.690], [27.115, -12.518, 5.015], [27.695, -13.862, 5.365], [27.251, -14.993, 4.466], [29.089, -13.725, 5.213], [27.535, -11.762, 5.676], [26.025, -12.547, 5.033], [27.402, -12.268, 3.992], [27.450, -14.040, 6.418], [27.355, -14.744, 3.408], [26.172, -15.163, 4.543], [27.677, -15.986, 4.614], [29.413, -14.623, 5.339]],
  "forces_ev_per_angstrom": [[1.147, -0.059, -0.355], [0.370, 0.864, 2.012], [-0.682, -0.586, -0.595], [-0.536, -0.084, -0.298], [-0.016, 0.176, -0.245], [0.029, -0.040, -0.052], [0.303, -0.029, 0.167], [-0.617, -0.009, -0.759], [0.064, -0.139, 0.086], [-0.644, -0.297, -0.905], [0.843, 0.156, 0.917], [-0.591, 0.350, 0.307], [0.003, 0.185, 0.500], [0.207, -0.006, -0.065], [0.388, -0.223, -0.026], [-0.276, 0.077, 0.125], [0.059, -0.166, -0.657], [0.047, -0.070, -0.191], [0.488, 0.033, -0.556], [-1.541, 0.760, -0.982], [0.929, -0.231, 0.195], [-0.203, -0.118, 0.061], [-0.242, -0.091, 0.322], [0.243, -0.188, 0.061], [-0.224, -0.504, 0.843], [0.562, 0.162, -0.281], [0.001, -0.021, -0.012], [0.787, -1.282, 0.827], [-0.368, 0.149, -0.938], [0.146, 0.197, 0.400], [-0.384, 0.286, -0.179], [0.112, -0.003, 0.046], [-0.133, 0.581, -0.232], [-0.114, 0.134, 0.347], [0.151, 0.194, -0.069], [-0.243, -0.165, -0.120], [-0.063, -0.467, 1.025], [-0.284, 0.418, 0.322], [0.154, -0.351, -0.016], [0.159, 0.239, -0.503], [-0.262, -0.405, -0.230], [0.084, 0.101, -0.546], [-0.266, 0.147, 0.189], [0.428, 0.221, -0.157], [0.068, 0.085, -0.049], [-0.197, -1.078, 0.656], [0.359, 0.395, 0.170], [0.079, 0.706, -0.484], [-0.558, -0.331, -0.268], [0.354, 0.315, -0.147], [-0.018, -0.062, 0.044], [-0.305, 0.485, 0.012], [0.355, -0.144, -0.402], [-0.129, 0.136, -0.016], [-0.247, -0.258, 0.117], [0.277, -0.130, 0.270], [0.042, -0.040, -0.058], [-0.696, 0.594, -0.079], [0.908, 0.245, -0.197], [0.436, 0.798, -0.147], [-0.264, 0.102, 0.264], [0.255, -0.485, -0.120], [0.173, -0.399, -0.186], [-0.326, -0.187, 0.187], [-0.242, 0.120, 0.290], [-0.249, -0.242, -0.395], [0.306, -0.211, -0.117], [-0.250, -0.280, 0.353], [-0.020, -0.038, 0.081], [0.508, -0.719, 0.373], [-0.047, 1.006, 0.845], [-0.452, -0.523, 0.093], [-0.321, -0.431, 0.037], [-0.143, -0.191, -0.328], [0.244, 0.281, -0.091], [0.086, 0.042, 0.201], [-0.108, 0.351, -0.397], [-0.047, 0.200, -0.309], [-0.080, -0.100, -0.234], [0.086, -0.216, 0.056], [0.277, 0.115, -0.150], [-0.457, 0.041, -0.288], [0.047, -1.882, 0.334], [-0.263, 0.931, 0.169], [0.059, 0.282, -0.372], [-0.232, 0.130, 0.094], [-0.111, 0.098, 0.001], [0.467, 0.318, -0.005], [0.500, 0.446, 0.074], [0.128, 0.007, -0.268], [-0.156, -0.198, -0.049], [-0.108, -0.093, 0.062], [0.073, -0.065, 0.311], [1.115, -0.753, 0.631], [-0.714, 1.166, -1.169], [0.700, -0.516, 0.522], [-0.765, -0.051, -0.167], [-0.326, 0.009, 0.007], [-0.243, -0.105, -0.079], [0.459, 0.248, -0.086], [0.047, -0.091, 0.247], [-0.157, 0.001, 0.285], [0.036, 0.024, -0.065], [-0.282, 0.092, -0.004], [0.102, 0.191, 0.214], [0.309, -0.495, 0.249], [0.212, 0.192, -0.486], [0.150, 0.177, -0.253], [-0.299, -0.007, 0.503], [-0.083, 0.091, 0.000], [-0.015, 0.003, -0.061], [-0.198, 0.196, -0.008], [0.100, -0.044, -0.125], [0.077, -0.039, -0.015], [-0.032, -0.123, -0.070], [-0.160, 0.001, 0.138], [-0.069, 0.049, 0.124], [0.689, -0.127, -0.589], [-1.083, -0.688, -0.057], [-0.213, 0.802, 0.242], [0.278, 0.530, 0.258], [0.158, 0.398, 0.091], [-0.434, -0.223, 0.240], [0.214, -0.163, 0.054], [-0.222, 0.160, -0.013], [0.000, -0.042, -0.040], [0.100, 0.120, -0.235], [0.257, -0.246, 0.051], [0.258, -0.523, -0.065], [-0.183, -0.097, -0.655], [-0.049, 0.055, -0.115], [-1.683, -0.234, -0.557], [0.738, -0.276, 0.300], [-0.244, 0.042, 0.054], [0.004, 0.181, 0.278], [0.067, 0.060, -0.030], [-0.023, -0.389, 0.062], [0.475, 0.192, 0.012], [-0.139, 0.076, 0.294], [0.447, 0.225, 0.389], [0.549, 0.132, -0.016]],
  "lowdin_charge": [-0.0678, -0.3146, -0.0757, 0.0661, 0.0616, 0.0724, 0.1076, 0.0783, 0.0955, -0.0811, -0.3206, -0.0849, 0.0772, 0.0780, 0.0732, 0.0900, 0.0931, 0.0757, -0.0723, -0.2542, -0.1089, 0.0863, 0.0749, 0.0475, 0.0851, 0.1128, 0.1016, -0.0702, -0.3231, -0.0932, 0.0549, 0.0777, 0.0702, 0.0837, 0.1037, 0.0241, -0.0901, -0.3145, -0.0786, 0.0696, 0.0510, 0.0767, 0.0943, 0.1101, 0.0800, -0.0238, -0.4662, -0.0494, -0.0706, 0.0732, 0.0771, 0.0781, 0.1105, 0.0741, 0.0797, 0.0876, 0.1063, -0.0475, -0.4773, -0.0575, -0.0431, 0.0564, 0.0761, 0.0796, 0.1397, 0.0693, 0.0632, 0.0616, 0.0791, -0.0304, -0.4423, -0.0311, -0.0795, 0.0673, 0.0659, 0.0659, 0.1225, 0.0619, 0.0654, 0.0634, 0.0547, -0.0562, -0.4908, -0.0591, -0.0524, 0.0769, 0.0718, 0.0765, 0.1346, 0.0693, 0.0593, 0.0857, 0.0413, -0.0542, -0.4927, -0.0402, -0.0668, 0.0856, 0.0602, 0.0595, 0.1169, 0.0660, 0.0853, 0.0829, 0.0311, -0.0387, -0.5022, -0.0573, -0.0445, 0.0579, 0.0637, 0.0720, 0.1354, 0.0788, 0.0799, 0.0816, 0.0876, -0.0429, -0.4888, -0.0455, -0.0580, 0.0816, 0.0648, 0.0772, 0.1363, 0.0630, 0.0664, 0.0775, 0.0814, -0.0461, -0.5090, -0.0609, -0.0426, 0.0872, 0.0621, 0.0797, 0.1369, 0.0689, 0.0657, 0.0729, 0.0844],
  "gap_ev": 9.52,
  "relative_energy_kcal_mol": 43.8,
  "charge": 0,
  "homo_ev": -9.25
}